A structure of composition C52H40Cl3InN8OS2 in a non-equilibrium geometry, computed with ωB97M-V/def2-TZVPD.

For the frontier orbital gap, the calculation gives 7.03 eV. For the molecular weight, the calculation gives 1078.26 g mol⁻¹. The energy above the lowest of the compared OMol25 structures with the same formula, charge and spin is 0.0 kJ/mol. Its total charge is +2. The value obtained for the LUMO energy is -5.86 eV. The HOMO energy comes out at -12.897 eV.

Last column: Löwdin charge in e.
CARTESIAN COORDINATES (ANGSTROEM)
In: 1.0135 -0.7688 0.7435  0.9452
C: 1.6048 -0.8022 -2.7631  0.0011
C: 1.5676 0.6226 -2.2780  -0.2800
C: 1.3492 1.6405 -3.1904  -0.0064
C: 1.2369 2.9329 -2.7492  -0.0121
C: 1.3661 3.2072 -1.3941  0.0243
C: 1.4936 2.1340 -0.5233  -0.2115
N: 1.5938 0.8555 -0.9521  0.0888
C: 1.6159 2.3164 0.9404  -0.1916
C: 1.5205 3.5525 1.5644  0.0315
C: 1.6699 3.6033 2.9429  0.0105
C: 2.0320 2.4550 3.6456  0.0173
C: 2.0639 1.2603 2.9425  -0.1820
N: 1.7895 1.1836 1.6253  0.1081
C: 2.4304 -0.0210 3.6148  -0.2075
C: 3.0162 0.0174 4.8622  0.0015
C: 3.4103 -1.1577 5.4620  -0.0098
C: 3.2664 -2.3324 4.7675  0.0125
C: 2.6524 -2.3239 3.5162  -0.2774
C: 2.5134 -3.6178 2.8226  -0.0050
N: 2.2497 -1.1799 2.9443  0.1247
H: 2.2538 -0.8851 -3.6227  0.1029
H: 0.6337 -1.0855 -3.1341  0.0757
H: 2.0043 -1.4010 -1.9589  0.0357
H: 1.2907 1.4686 -4.2559  0.1342
H: 1.0747 3.7163 -3.4839  0.1306
H: 1.3552 4.2439 -1.0356  0.1266
H: 1.2627 4.4803 1.0353  0.1299
H: 1.5261 4.5335 3.4901  0.1334
H: 2.2107 2.5215 4.6924  0.1139
H: 3.2611 0.9503 5.3551  0.1199
H: 3.8445 -1.1662 6.4734  0.1382
H: 3.5527 -3.2524 5.2284  0.1278
H: 3.5149 -4.0008 2.6594  0.1000
H: 1.9954 -3.5702 1.8480  0.0620
H: 1.9744 -4.3287 3.4038  0.0888
S: -1.2305 -3.4800 4.0724  1.1715
C: -0.9707 -2.0442 5.0302  -0.4266
C: -1.0608 -1.8414 6.4002  -0.0680
C: -0.9339 -0.5662 6.9315  -0.0575
C: -0.6587 0.5206 6.0883  -0.0595
C: -0.5379 0.3326 4.7150  -0.0410
C: -0.7147 -0.9450 4.1936  -0.2983
N: -0.6153 -1.3132 2.8568  0.0554
C: -0.8961 -2.5474 2.6627  -0.5608
C: -0.8385 -3.1874 1.3592  -0.2584
C: -1.6210 -4.3509 1.1717  -0.0166
C: -1.5573 -5.0399 -0.0533  -0.0336
C: -0.7770 -4.4945 -1.0601  -0.0683
C: -0.0417 -3.3172 -0.8477  -0.1543
C: 0.0347 -2.6421 0.3910  -0.1889
H: -1.2002 -2.6757 7.0531  0.1105
H: -1.0156 -0.3732 8.0160  0.1255
H: -0.5374 1.5301 6.4797  0.1126
H: -0.4218 1.1687 4.0158  0.1034
H: -2.2388 -4.6561 1.9901  0.0842
H: -2.1765 -5.9176 -0.2533  0.1232
H: -0.7858 -4.9617 -2.0371  0.1163
H: 0.5458 -2.9569 -1.6976  0.0739
N: 4.4593 -6.0974 -0.3638  0.2039
C: 4.5335 -4.9531 -0.2838  -0.1610
C: 4.5618 -3.5301 -0.1326  -0.1935
C: 5.7601 -2.8443 -0.0433  0.0306
C: 5.7006 -1.4581 0.0889  -0.0001
C: 4.4381 -0.8759 0.1658  -0.1036
N: 3.2789 -1.5280 0.0832  0.0123
C: 3.3552 -2.8504 -0.1181  -0.0985
H: 6.6980 -3.3780 -0.0179  0.1384
H: 6.6173 -0.8670 0.2059  0.1305
H: 4.3533 0.2080 0.3088  0.1220
H: 2.4224 -3.3441 -0.2748  0.0920
Cl: -1.4181 5.6723 -7.3229  0.7322
C: -2.0325 4.7188 -6.0347  -0.6682
C: -1.6663 3.3858 -5.8785  -0.0953
C: -2.1347 2.6435 -4.8347  -0.0293
C: -3.0363 3.1704 -3.8860  -0.1567
C: -3.4100 2.2810 -2.7137  -0.2711
C: -3.0813 2.9128 -1.3486  -0.0612
N: -2.4704 1.9639 -0.4176  -0.0285
C: -2.7738 1.8587 0.9080  -0.0117
C: -1.8634 0.9953 1.4343  -0.1003
N: -0.9893 0.5935 0.4606  0.0242
C: -1.3977 1.1704 -0.6513  -0.1629
O: -4.7886 1.9085 -2.8015  -0.0699
C: -4.9902 0.5200 -2.7710  -0.1535
C: -4.3349 -0.1097 -3.9729  -0.3217
C: -3.2135 -0.8387 -3.9369  -0.9493
Cl: -2.4416 -1.4918 -2.5112  0.6998
S: -2.5972 -1.2671 -5.4978  0.9976
C: -3.8301 -0.3365 -6.2383  -0.3871
C: -4.6709 0.2119 -5.3317  -0.1109
C: -3.3814 4.5099 -4.0648  -0.5618
Cl: -4.3794 5.3444 -2.9073  0.7623
C: -2.8944 5.2608 -5.1156  -0.1271
H: -0.9808 2.9894 -6.5862  0.1016
H: -1.7804 1.6424 -4.6977  0.0959
H: -2.7972 1.3920 -2.7567  0.0976
H: -3.9895 3.3442 -0.9335  0.1212
H: -2.3775 3.7296 -1.5005  0.1267
H: -3.5909 2.3949 1.3828  0.1416
H: -1.7302 0.6771 2.4374  0.0682
H: -0.8635 0.9898 -1.5550  0.1106
H: -6.0671 0.3435 -2.7309  0.1437
H: -4.5925 0.0527 -1.8573  0.1093
H: -3.8305 -0.2428 -7.2997  0.0718
H: -5.5530 0.7968 -5.5591  0.1320
H: -3.1909 6.2873 -5.2447  0.1107

Forces on atoms 1 to 6 (eV/Å):
-0.108 0.341 0.579
0.597 0.931 0.201
-0.575 -0.607 0.144
0.160 0.350 -0.252
0.078 0.513 -0.075
-0.147 0.246 0.283

***

A structure of composition C52H40Cl4IN3O2P3Ti in a non-equilibrium geometry, computed with ωB97M-V/def2-TZVPD.

For the frontier orbital gap, the calculation gives 6.91 eV. For the molecular weight, the calculation gives 1148.42 g mol⁻¹. The energy above the lowest of the compared OMol25 structures with the same formula, charge and spin is 161.8 kJ/mol. Its total charge is +1. The value obtained for the LUMO energy is -3.32 eV. The HOMO energy comes out at -10.231 eV.

Last column: Löwdin charge in e.
CARTESIAN COORDINATES (ANGSTROEM)
Ti: -0.7668 0.9711 1.1558  0.9223
C: 5.3680 -0.4372 2.8324  -0.0664
C: 4.8172 0.4354 3.7731  -0.0499
C: 3.7016 1.2061 3.4646  -0.0410
C: 3.0222 0.9141 2.2637  -0.4004
C: 3.5710 0.0633 1.3553  -0.1188
C: 4.7233 -0.6651 1.6363  -0.0691
P: 1.7544 1.9688 1.6578  1.0873
C: 2.6386 3.4801 0.9487  -0.3064
C: 3.9554 3.6451 0.5724  -0.0891
C: 4.4271 4.8929 0.1762  -0.0604
C: 3.5577 5.9693 0.0809  -0.0811
C: 2.2343 5.8097 0.3777  -0.0711
C: 1.7936 4.6133 0.9547  -0.1107
C: 0.7687 2.5357 3.1204  -0.3587
C: 1.0462 3.3766 4.2408  -0.0496
C: 0.0068 3.6370 5.1417  -0.0439
C: -1.2459 3.0226 4.9346  -0.0552
C: -1.4895 2.1917 3.8555  -0.0673
C: -0.4886 1.9889 2.9019  -0.2601
H: 6.2885 -0.9812 3.0363  0.1140
H: 5.2680 0.5597 4.7018  0.0893
H: 3.1796 1.8384 4.1618  0.0904
H: 3.1058 -0.0647 0.3152  0.0975
H: 5.1155 -1.4440 0.9338  0.1255
H: 4.6870 2.8661 0.6434  0.1065
H: 5.3375 5.1328 -0.2745  0.0935
H: 4.0448 6.8623 -0.2034  0.1015
H: 1.6000 6.7096 0.2863  0.1218
H: 0.7715 4.5402 1.3815  0.1115
H: 1.9920 3.8474 4.3403  0.0978
H: 0.0846 4.1639 6.0566  0.0979
H: -2.0473 3.3018 5.6362  0.1195
H: -2.5455 1.9002 3.6318  0.1127
C: 0.3685 -2.8492 0.1017  -0.1338
N: -0.1011 -2.1132 -1.1140  -0.4656
P: 0.0856 -0.3888 -1.0625  1.0066
C: -1.0810 0.0775 -2.3106  -0.4485
C: -0.7307 0.2118 -3.6962  -0.0986
C: -1.6617 0.4161 -4.6483  -0.0876
C: -2.9518 0.8601 -4.3151  -0.0346
C: -3.3355 0.7773 -2.9500  -0.0451
C: -2.3712 0.3791 -1.9803  -0.1659
C: 1.7234 0.0125 -1.8313  -0.3440
C: 2.2385 1.2937 -1.9463  -0.1146
C: 3.5907 1.5793 -2.0379  -0.0671
C: 4.5515 0.5710 -2.1326  -0.0585
C: 4.0571 -0.7095 -2.1609  -0.0859
C: 2.7008 -0.9924 -2.0110  -0.0826
P: -1.1819 -2.7946 -2.2683  1.0688
C: -0.3722 -4.3429 -2.7681  -0.3668
C: 1.0237 -4.4549 -2.8594  -0.1075
C: 1.6209 -5.5018 -3.5434  -0.0900
C: 0.8661 -6.3702 -4.3266  -0.0712
C: -0.5090 -6.1972 -4.3155  -0.1020
C: -1.1295 -5.3291 -3.4582  -0.1025
C: -2.4426 -3.4286 -1.1377  -0.3770
C: -3.5664 -2.6783 -0.9052  -0.1132
C: -4.5025 -3.0272 0.0527  -0.0781
C: -4.3796 -4.2412 0.7184  -0.0645
C: -3.3072 -5.1080 0.3857  -0.0635
C: -2.3605 -4.6704 -0.5171  -0.1215
H: 0.7476 -2.1615 0.8849  0.0684
H: 1.0677 -3.6577 -0.1004  0.0764
H: -0.4649 -3.3137 0.6409  0.0454
H: 0.3782 0.0649 -3.9903  0.1413
H: -1.4086 0.4126 -5.7165  0.1203
H: -3.6550 1.1988 -5.0547  0.1044
H: -4.3263 1.1217 -2.6763  0.1062
H: -2.7734 0.2060 -1.0260  0.0689
H: 1.6819 2.1835 -1.8683  0.0642
H: 3.8598 2.5949 -2.0611  0.0912
H: 5.5928 0.7977 -2.1243  0.1086
H: 4.8479 -1.4633 -2.3327  0.1236
H: 2.3639 -2.0141 -1.8325  0.0729
H: 1.7645 -3.7538 -2.4623  0.0758
H: 2.6780 -5.4939 -3.4771  0.0920
H: 1.3588 -7.1961 -4.9397  0.1331
H: -1.1102 -6.8148 -4.9403  0.0994
H: -2.2327 -5.4425 -3.3635  0.1253
H: -3.7385 -1.8237 -1.5481  0.0861
H: -5.3310 -2.3350 0.1487  0.1098
H: -5.1490 -4.5533 1.4420  0.1123
H: -3.0672 -6.0892 0.8270  0.1185
H: -1.5005 -5.2893 -0.7564  0.1054
Cl: -6.2974 -0.4620 4.4680  0.6844
C: -4.7708 -0.6351 3.6580  -0.6620
C: -4.0267 -1.8282 3.8485  -0.6675
Cl: -4.7048 -3.1227 4.7933  0.6868
C: -2.7398 -1.9083 3.2829  -0.5819
Cl: -1.7139 -3.3011 3.4139  0.7435
C: -2.2721 -0.8621 2.5088  -0.3342
O: -1.0775 -0.6155 1.9771  -0.1776
C: -3.1333 0.1653 2.0848  -0.3972
O: -2.6137 1.0920 1.3210  -0.2239
C: -4.4155 0.2861 2.6457  -0.5818
Cl: -5.4836 1.5351 2.0384  0.7060
I: -1.0471 5.6209 -3.3265  0.8462
C: -1.4011 4.1849 -1.8032  -0.6818
C: -2.6456 3.8228 -1.3725  -0.1198
N: -2.4476 2.9755 -0.3860  0.0133
N: -1.1770 2.7062 -0.2403  -0.0431
C: -0.4885 3.4411 -1.0948  -0.1716
H: -3.6974 3.9487 -1.6160  0.1478
H: -3.1157 2.5548 0.1982  0.1135
H: 0.5655 3.3906 -1.1255  0.0764

Forces on atoms 1 to 6 (eV/Å):
1.187 0.480 -0.838
0.047 -0.382 0.230
-0.607 0.670 -1.312
-0.660 -1.709 -0.350
1.121 1.147 0.580
-0.239 -1.564 -2.666

***

A structure of composition C52H40F6I2KN9O2P3Se3 in a non-equilibrium geometry, computed with ωB97M-V/def2-TZVPD.

For the frontier orbital gap (spin up / spin down), the calculation gives 7.03 / 4.03 eV. For the molecular weight, the calculation gives 1559.65 g mol⁻¹. As for the expectation value of S²: 0.78. Its total charge is -2. Its spin multiplicity is 2. The value obtained for the LUMO energy (spin up / spin down) is 3.40 / 0.40 eV. The HOMO energy (spin up / spin down) comes out at -3.628 / -3.628 eV.

Last column: Mulliken spin population.
CARTESIAN COORDINATES (ANGSTROEM)
K: 13.5397 13.0882 15.2384  -0.0047
O: 13.8409 15.4244 16.2575  -0.0002
C: 12.7299 15.9814 16.3551  0.0066
N: 11.9911 15.8079 17.5006  0.0088
C: 12.5115 15.2067 18.6868  0.1610
C: 12.8515 16.0322 19.7586  -0.0690
C: 13.2793 15.5202 20.9611  0.1504
C: 13.3908 14.1705 21.2150  -0.0541
C: 12.8928 13.3627 20.2286  0.1103
C: 12.4841 13.8218 18.9071  0.0320
N: 12.2148 12.8817 17.9196  0.4742
C: 11.1972 12.0728 18.0732  -0.0358
O: 10.3219 12.0980 18.9341  0.1767
C: 11.1516 10.9116 17.0483  -0.0023
C: 10.0915 9.9623 17.1823  -0.0049
C: 10.0257 8.8903 16.2617  -0.0017
C: 10.9386 8.8550 15.3044  0.0021
C: 11.8964 9.8234 15.1118  0.0003
N: 11.9947 10.7854 16.0305  0.0076
C: 12.1136 16.5961 15.1182  0.0007
C: 11.6507 17.9080 14.9645  0.0019
C: 10.7838 18.1254 13.8922  0.0000
C: 10.5686 17.0930 12.9527  0.0000
C: 11.1896 15.8803 13.1951  0.0005
N: 11.9058 15.6624 14.2764  0.0009
H: 12.8273 17.1271 19.6177  0.0004
H: 13.6122 16.2263 21.7257  0.0081
H: 13.7809 13.6848 22.0747  -0.0027
H: 12.9441 12.3358 20.3891  -0.0002
H: 9.3819 9.8668 18.0040  -0.0015
H: 9.3743 8.0464 16.3942  -0.0002
H: 11.0025 7.9695 14.6034  -0.0001
H: 12.4886 9.7435 14.1849  -0.0019
H: 11.8782 18.6633 15.7027  0.0000
H: 10.4159 19.1751 13.8087  0.0000
H: 9.9403 17.1987 12.0643  0.0000
H: 11.1061 15.0598 12.4888  -0.0002
Se: 12.1650 10.0025 8.0257  0.0000
P: 12.0986 9.7189 10.1328  -0.0004
C: 10.4828 9.1605 10.7040  -0.0003
C: 9.4662 8.7555 9.8180  0.0004
C: 8.2119 8.2440 10.2389  -0.0001
C: 8.0588 8.0253 11.5733  -0.0001
C: 9.1200 8.3610 12.4606  -0.0001
C: 10.2358 8.9888 12.0533  -0.0002
C: 12.9418 8.1754 10.5860  0.0010
C: 12.5989 7.0673 9.8198  -0.0001
C: 12.7884 5.7748 10.3870  -0.0001
C: 13.3561 5.6138 11.6526  0.0001
C: 13.7308 6.7324 12.4261  0.0002
C: 13.4778 7.9910 11.8431  -0.0011
C: 12.5454 11.2771 10.9264  -0.0009
C: 13.3469 12.3573 10.6883  0.0007
N: 12.8906 13.3893 11.3759  0.0000
N: 11.8435 12.9577 12.0550  0.0000
N: 11.5957 11.6859 11.8035  -0.0001
P: 14.9666 12.7344 9.9096  0.0002
Se: 16.2906 14.0394 11.0306  0.0000
C: 15.8763 11.1925 9.4236  -0.0001
C: 16.7349 10.7254 10.3276  0.0004
C: 17.5735 9.7026 10.0932  -0.0002
C: 17.6326 9.0660 8.8105  0.0000
C: 16.6848 9.5002 7.8634  0.0000
C: 15.7884 10.5623 8.1877  0.0000
C: 14.5836 13.5339 8.3012  0.0004
C: 15.4695 14.4488 7.7514  0.0000
C: 15.1216 15.0227 6.5489  0.0000
C: 13.8818 14.8243 5.9805  0.0000
C: 13.0017 13.8860 6.5093  -0.0001
C: 13.3449 13.2760 7.7089  -0.0005
H: 9.8238 8.7003 8.7716  -0.0001
H: 7.5161 7.7497 9.5272  0.0000
H: 7.2197 7.5268 12.0646  0.0000
H: 9.0305 8.0894 13.5401  -0.0002
H: 11.0217 9.3105 12.7096  0.0005
H: 12.2328 7.2318 8.7995  0.0000
H: 12.5348 4.9129 9.7742  0.0000
H: 13.6035 4.6580 12.1492  0.0000
H: 14.2892 6.5016 13.3780  -0.0001
H: 13.8020 8.8878 12.4069  0.0003
H: 16.6465 11.1853 11.3301  -0.0001
H: 18.2288 9.4211 10.7985  0.0000
H: 18.4112 8.3203 8.5698  0.0000
H: 16.7945 9.2392 6.8435  0.0000
H: 15.2046 11.1007 7.4883  0.0000
H: 16.4596 14.3996 8.1705  0.0000
H: 15.7771 15.7759 6.1820  0.0000
H: 13.6566 15.3092 5.0681  0.0000
H: 12.0016 13.8014 6.0343  0.0000
H: 12.6724 12.5599 8.1717  0.0001
I: 9.8460 16.1146 17.7182  0.0118
I: 6.8224 16.2053 17.6680  0.0235
C: 5.2344 9.5345 15.7160  0.0000
N: 6.2339 10.5446 16.0081  0.0000
C: 6.5265 10.9209 17.3464  -0.0003
Se: 5.9857 9.9781 18.8518  0.0001
N: 7.3988 11.9023 17.2747  0.0012
C: 7.6702 12.2342 15.9597  -0.0018
C: 8.5051 13.1677 15.4061  0.0004
C: 8.5558 13.2632 14.0421  -0.0005
C: 7.7039 12.5035 13.2637  -0.0001
C: 6.9751 11.4213 13.7787  0.0001
C: 6.9432 11.3398 15.1447  -0.0001
H: 4.6846 9.8681 14.8280  0.0000
H: 4.6215 9.5012 16.6118  0.0000
H: 5.6492 8.4947 15.7364  0.0000
H: 7.8690 12.3273 18.0160  0.0003
H: 9.1506 13.7633 15.9935  0.0000
H: 9.2452 13.9329 13.6461  0.0004
H: 7.8014 12.6086 12.2161  0.0000
H: 6.6249 10.6614 13.0703  0.0000
F: 14.9898 8.4669 14.7807  0.0000
P: 15.9681 9.7556 14.4207  0.0002
F: 16.9730 10.8978 13.9776  0.0000
F: 15.0632 10.0987 13.1509  -0.0001
F: 16.7986 9.4434 15.7359  0.0000
F: 16.8616 8.6826 13.5435  0.0000
F: 14.9767 10.6660 15.2858  0.0022

Forces on atoms 1 to 6 (eV/Å):
-0.022 -0.286 -0.455
-0.524 1.051 0.123
1.175 -1.567 1.444
0.649 0.669 -0.269
-0.095 0.919 -1.088
-0.001 0.659 -0.476